(1)
Formula: C13H30N5O4
Source: the OMol25 dataset
Level of theory: ωB97M-V/def2-TZVPD

Computed properties:
Molar mass   320.4 g mol⁻¹
HOMO-LUMO gap   0.310 hartree
ΔE to the lowest compared entry with this formula, charge and spin   81.1 kcal per mole
Calculated total energy   -1087.81062 Eh
LUMO level   -3.91 eV

ORCA input file:
```
! RIJCOSX wB97M-V def2-TZVPD def2/J DEFGRID3
* xyz 1 1
C -1.32 -0.49 -2.68
C -2.03 -0.64 -1.33
C -1.13 -0.30 -0.15
N -0.14 -1.37 0.06
N 1.17 -0.82 0.42
C 1.26 -0.94 1.83
N 0.97 -2.10 2.44
N 1.68 0.11 2.49
C 1.32 1.51 2.10
C 1.67 2.46 3.23
N 3.05 2.44 3.69
C 3.35 1.56 4.83
C 4.39 2.18 5.76
C 3.96 2.49 2.62
C 5.14 1.53 2.56
O 3.78 3.30 1.73
H -1.77 -1.17 -3.41
H -1.41 0.53 -3.04
H -0.25 -0.70 -2.60
H -2.47 -1.63 -1.20
H -2.86 0.07 -1.29
H -0.62 0.65 -0.31
H -1.73 -0.20 0.76
H -0.01 -1.86 -0.82
H 1.86 -1.48 0.06
H 0.16 -2.62 2.14
H 1.56 -2.46 3.17
H 1.59 -0.05 3.49
H 1.81 1.76 1.17
H 0.24 1.53 1.93
H 1.00 2.31 4.08
H 1.45 3.46 2.83
H 2.42 1.46 5.40
H 3.65 0.55 4.53
H 4.50 1.59 6.66
H 5.36 2.29 5.27
H 4.05 3.17 6.05
H 4.94 0.55 2.99
H 5.41 1.44 1.51
H 5.99 1.97 3.09
C -4.81 -4.07 -6.57
O -5.60 -2.88 -6.70
C -5.17 -1.84 -6.00
O -4.19 -1.82 -5.29
O -5.99 -0.82 -6.22
C -5.64 0.39 -5.53
H -5.29 -4.81 -7.19
H -3.80 -3.89 -6.92
H -4.79 -4.40 -5.53
H -4.66 0.73 -5.84
H -5.65 0.23 -4.46
H -6.40 1.11 -5.81
*
```

---

(2)
Formula: C13H31BFO11P2S
Source: the OMol25 dataset
Level of theory: ωB97M-V/def2-TZVPD

Computed properties:
Molar mass   487.2 g mol⁻¹
HOMO-LUMO gap   0.304 hartree
Calculated total energy   -2547.09387 Eh
LUMO level   -4.50 eV

ORCA input file:
```
! RIJCOSX wB97M-V def2-TZVPD def2/J DEFGRID3
* xyz 1 1
C -1.76 -4.95 -1.75
C -1.47 -3.76 -2.67
O -2.56 -2.81 -2.77
B -2.98 -2.26 -1.64
O -4.27 -2.35 -1.25
P -1.79 -1.21 -0.46
S -0.32 -0.32 -1.66
C -0.96 -2.34 0.75
F -1.90 -3.21 1.26
C -0.17 -1.65 1.86
C 1.34 -1.46 1.52
P -2.96 0.42 0.49
O -4.31 0.41 0.03
O -2.94 0.35 2.08
O -2.33 1.83 0.12
H -1.40 -5.84 -2.24
H -2.82 -5.11 -1.57
H -1.20 -4.84 -0.83
H -0.53 -3.27 -2.41
H -1.32 -4.14 -3.67
H -4.33 -2.99 -0.53
H -0.41 1.00 -1.43
H -0.25 -2.93 0.17
H -0.57 -0.68 2.13
H -0.24 -2.30 2.72
H 1.91 -1.87 2.33
H 1.60 -1.94 0.58
H 1.56 -0.40 1.45
H -2.78 -0.54 2.44
H -1.39 1.86 0.37
C -3.28 4.91 5.06
C -2.42 4.16 4.07
O -1.02 4.45 4.26
C -0.44 3.80 5.27
O -0.96 2.99 5.99
O 0.83 4.20 5.34
C 1.57 3.64 6.43
H -3.06 5.98 5.02
H -4.34 4.76 4.84
H -3.09 4.58 6.08
H -2.66 4.49 3.06
H -2.59 3.09 4.12
H 1.50 2.56 6.44
H 1.21 4.05 7.37
H 2.61 3.93 6.29
C 1.82 0.83 -5.47
C 2.98 1.27 -4.60
O 3.65 0.15 -4.00
C 4.49 -0.51 -4.81
O 4.73 -0.23 -5.95
O 5.00 -1.54 -4.13
C 5.87 -2.38 -4.90
H 1.15 0.19 -4.90
H 1.27 1.70 -5.83
H 2.17 0.26 -6.33
H 2.62 1.87 -3.76
H 3.69 1.88 -5.15
H 6.65 -1.80 -5.38
H 5.29 -2.93 -5.64
H 6.32 -3.08 -4.21
*
```

---

(3)
Formula: C13H31Br3CuN2O7P
Source: the OMol25 dataset
Level of theory: ωB97M-V/def2-TZVPD

Computed properties:
Molar mass   661.6 g mol⁻¹
HOMO-LUMO gap   0.318 hartree
Calculated total energy   -10854.04543 Eh
LUMO level   -0.28 eV

ORCA input file:
```
! RIJCOSX wB97M-V def2-TZVPD def2/J DEFGRID3
* xyz 0 1
Cu -5.80 -5.73 13.13
O -7.58 -4.76 13.24
H -8.52 -4.65 13.15
C -7.82 -6.40 16.35
O -7.26 -6.15 17.39
N -8.23 -7.63 15.94
C -8.60 -7.82 14.56
C -8.07 -8.81 16.74
H -7.97 -5.66 15.54
H -9.60 -8.27 14.50
H -7.92 -8.28 13.85
H -8.96 -6.89 14.11
H -7.43 -9.55 16.24
H -7.63 -8.59 17.71
H -9.00 -9.38 16.88
C -5.97 -1.80 13.79
O -4.80 -1.45 13.87
N -6.94 -0.97 13.34
C -8.32 -1.37 13.24
C -6.63 0.40 13.01
H -6.27 -2.84 14.00
H -8.91 -0.74 13.92
H -8.48 -2.38 13.62
H -8.77 -1.33 12.25
H -7.21 0.67 12.13
H -6.86 1.10 13.82
H -5.57 0.50 12.83
C -10.74 -4.73 11.63
Br -11.37 -6.24 12.70
Br -11.54 -3.10 12.30
Br -11.15 -4.95 9.76
H -9.68 -4.65 11.81
C -4.62 -6.63 6.88
C -4.40 -5.37 7.69
O -4.52 -5.67 9.08
P -4.06 -4.70 10.22
O -4.05 -5.29 11.57
O -4.91 -3.38 10.06
C -6.26 -3.45 10.55
C -7.13 -2.40 9.87
O -2.64 -4.24 9.72
C -1.71 -3.61 10.61
C -1.09 -2.42 9.91
H -4.45 -6.45 5.81
H -3.99 -7.43 7.25
H -5.67 -6.93 6.90
H -3.37 -5.05 7.52
H -5.09 -4.60 7.34
H -6.77 -4.40 10.34
H -6.26 -3.31 11.62
H -8.10 -2.40 10.38
H -6.74 -1.39 9.97
H -7.29 -2.70 8.83
H -2.21 -3.27 11.52
H -0.92 -4.29 10.92
H -1.82 -1.72 9.52
H -0.39 -1.87 10.54
H -0.47 -2.77 9.08
*
```

---

(4)
Formula: C13H31ClO2P3
Source: the OMol25 dataset
Level of theory: ωB97M-V/def2-TZVPD

Computed properties:
Molar mass   347.8 g mol⁻¹
HOMO-LUMO gap   0.205 hartree
ΔE to the lowest compared entry with this formula, charge and spin   5.9 kcal per mole
Calculated total energy   -2148.54130 Eh
LUMO level   2.53 eV

ORCA input file:
```
! RIJCOSX wB97M-V def2-TZVPD def2/J DEFGRID3
* xyz -1 1
C 0.31 5.40 -0.23
C 0.92 4.36 -0.37
P 1.64 2.58 -0.58
C 3.36 3.28 -1.06
C 4.39 3.32 0.07
C 4.67 1.93 0.68
C 4.05 4.34 1.14
P 1.30 2.45 -2.82
O 1.42 4.05 -3.27
Cl -0.69 2.08 -3.42
P -0.30 1.63 0.18
C -1.80 2.62 -0.31
C -0.53 -0.03 -0.67
C -1.36 -0.94 0.28
H 0.05 6.38 0.03
H 2.16 1.20 -0.66
H 2.02 2.60 0.81
H 3.31 4.27 -1.51
H 3.75 2.61 -1.83
H 5.31 3.66 -0.39
H 4.24 1.85 1.67
H 5.74 1.84 0.79
H 4.27 1.17 0.04
H 3.05 4.21 1.53
H 4.74 4.21 1.97
H 4.17 5.35 0.78
H 1.41 4.09 -4.23
H -2.30 3.00 0.57
H -2.49 1.91 -0.76
H -1.59 3.38 -1.04
H 0.45 -0.46 -0.84
H -1.11 0.06 -1.57
H -2.39 -0.90 -0.04
H -1.34 -0.54 1.28
H -1.00 -1.96 0.30
C -3.14 -7.45 1.41
C -2.43 -6.14 1.72
O -2.15 -5.35 0.58
C -3.27 -4.94 -0.18
C -4.27 -4.09 0.59
H -2.55 -8.04 0.71
H -3.28 -8.02 2.33
H -4.12 -7.28 0.97
H -1.46 -6.35 2.17
H -2.99 -5.56 2.46
H -3.76 -5.80 -0.64
H -2.86 -4.35 -1.00
H -4.71 -4.64 1.42
H -5.08 -3.77 -0.07
H -3.78 -3.21 1.00
*
```

---

(5)
Formula: C13H31FNO6S
Source: the OMol25 dataset
Level of theory: ωB97M-V/def2-TZVPD

Computed properties:
Molar mass   348.5 g mol⁻¹
HOMO-LUMO gap   0.307 hartree
Calculated total energy   -1517.74701 Eh
LUMO level   -2.99 eV

ORCA input file:
```
! RIJCOSX wB97M-V def2-TZVPD def2/J DEFGRID3
* xyz 1 1
C 0.07 -1.08 -0.89
C -0.14 -0.42 0.23
N -1.44 0.14 0.69
C -1.52 1.67 0.55
C -0.46 2.30 -0.33
F 0.71 2.38 0.39
C -2.64 -0.60 0.21
S -3.25 -0.20 -1.45
O -3.75 -1.43 -1.97
O -2.27 0.61 -2.12
H 1.08 -1.26 -1.22
H -0.71 -1.42 -1.56
H 0.63 -0.26 0.98
H -1.43 -0.01 1.71
H -2.52 1.93 0.20
H -1.41 2.06 1.56
H -0.29 1.76 -1.25
H -0.80 3.31 -0.57
H -3.47 -0.42 0.90
H -2.42 -1.67 0.20
H -4.31 0.60 -1.14
C -0.86 -1.00 6.88
O 0.28 -0.27 6.43
C 0.63 -0.52 5.09
C 0.20 0.61 4.19
O -1.22 0.71 4.04
C -1.80 1.73 4.83
H -1.12 -0.60 7.86
H -1.71 -0.88 6.20
H -0.63 -2.06 6.98
H 0.21 -1.47 4.74
H 1.72 -0.60 5.04
H 0.60 0.44 3.18
H 0.63 1.55 4.55
H -1.53 2.73 4.46
H -1.49 1.65 5.88
H -2.88 1.61 4.78
C 3.37 -1.67 -6.51
O 2.82 -0.37 -6.38
C 1.47 -0.35 -5.96
C 1.34 0.01 -4.50
O 1.90 -0.99 -3.65
C 3.19 -0.66 -3.17
H 4.44 -1.55 -6.67
H 3.20 -2.27 -5.61
H 2.94 -2.19 -7.37
H 0.99 -1.32 -6.15
H 0.95 0.41 -6.55
H 0.28 0.11 -4.25
H 1.83 0.98 -4.32
H 3.15 0.16 -2.44
H 3.86 -0.36 -3.99
H 3.60 -1.55 -2.69
*
```

---

| no. | E_HOMO (eV) |
| --- | --- |
| 1 | -12.35 |
| 2 | -12.77 |
| 3 | -8.93 |
| 4 | -3.05 |
| 5 | -11.35 |